Entry 1:
Computed, not measured: a molecular structure, C4H5FS at a distorted geometry, with wB97M-V/def2-TZVPD.

For the LUMO energy, the calculation gives -0.98 eV. The energy relative to the best compared isomer or geometry (same formula, charge and spin) is 77.7 kcal/mol. As for the charge: 0. As for the total energy: -17777.6664 eV.

Structure (XYZ):
```
11
Properties=species:S:1:pos:R:3:nbo_charge:R:1
C 1.142 0.827 0.074 -0.70
C 0.698 -0.561 -0.144 -0.23
C -0.748 -0.844 0.005 0.34
C -1.744 0.013 -0.021 -0.45
H 2.389 0.701 -0.048 0.26
H 0.636 1.758 -0.573 0.21
H 0.946 1.243 1.207 0.24
H -2.730 -0.702 -0.034 0.24
H -1.728 1.035 -0.492 0.25
F -0.920 -2.141 0.067 -0.31
S 2.060 -1.328 -0.041 0.15
```

---

Entry 2:
Computed, not measured: 2 unconnected molecules or ions with the total composition C2H6NO3 at a distorted geometry, with wB97M-V/def2-TZVPD.

For the LUMO energy, the calculation gives 4.22 eV. The energy relative to the best compared isomer or geometry (same formula, charge and spin) is 22.0 kcal/mol. As for the charge: -1. As for the total energy: -9805.2465 eV.

Structure (XYZ):
```
12
Properties=species:S:1:pos:R:3:nbo_charge:R:1
C 0.673 1.557 -1.885 -0.44
N 0.762 0.122 -1.394 -0.72
C 0.095 0.082 0.021 0.88
O -1.099 -0.284 0.039 -0.77
O 0.949 0.377 0.918 -0.79
H -0.391 1.692 -1.944 0.19
H 1.061 2.395 -1.296 0.17
H 0.916 1.553 -2.979 0.17
H 1.785 -0.050 -1.239 0.34
H -1.486 -1.243 1.396 0.49
H -0.352 -1.912 2.045 0.46
O -1.284 -1.733 2.163 -0.99
```

---

Entry 3:
Computed, not measured: C4H8O2 in the gas phase, with wB97M-V/def2-TZVPD.

For the LUMO energy, the calculation gives 0.83 eV. The energy relative to the best compared isomer or geometry (same formula, charge and spin) is 25.4 kcal/mol. As for the charge: 0. As for the total energy: -8372.1788 eV. The SMILES is C[C@@H](O)CC=O.

Structure (XYZ):
```
14
Properties=species:S:1:pos:R:3:nbo_charge:R:1
C 0.043 -0.614 -1.662 -0.63
C -0.308 -0.336 -0.201 0.11
O 0.120 -1.394 0.649 -0.73
C 0.374 0.915 0.351 -0.53
C 0.013 1.057 1.815 0.46
O -1.018 1.567 2.188 -0.52
H -0.114 -1.674 -1.889 0.21
H -0.580 -0.030 -2.347 0.22
H 1.092 -0.383 -1.870 0.21
H -1.395 -0.192 -0.099 0.17
H -0.449 -2.156 0.486 0.47
H 0.034 1.802 -0.193 0.23
H 1.458 0.809 0.232 0.22
H 0.731 0.628 2.540 0.12
```

---

Entry 4:
Computed, not measured: a molecular structure, C5H7CuFO3 at a distorted geometry, with wB97M-V/def2-TZVPD.

As for the multiplicity: 3. For the LUMO energy (alpha / beta), the calculation gives -4.46 / -8.98 eV. As for the charge: +1. As for the total energy: -58785.3944 eV.

Structure (XYZ):
```
17
Properties=species:S:1:pos:R:3:nbo_charge:R:1
C -1.104 -0.486 0.881 -0.57
C -2.146 0.190 0.152 -0.44
H -1.621 -1.038 1.686 0.30
H -0.337 -0.128 1.579 0.27
H -2.871 0.791 0.714 0.23
H -2.409 -0.099 -0.873 0.23
O 2.014 0.161 -0.015 -0.47
C 1.912 1.497 0.207 0.97
C 1.142 -0.523 -0.898 -0.14
O 2.779 2.012 0.886 -0.14
O 0.872 2.081 -0.264 -0.74
C 0.084 -1.331 -0.185 0.22
H 1.774 -1.213 -1.474 0.26
H 0.672 0.154 -1.622 0.20
F 0.687 -2.311 0.574 -0.34
H -0.550 -1.835 -0.931 0.19
Cu -0.895 2.078 -0.417 0.96
```

---

Entry 5:
Computed, not measured: a molecular structure, C3H3LiO4Tl at a distorted geometry, with wB97M-V/def2-TZVPD.

For the LUMO energy, the calculation gives -3.85 eV. The energy relative to the best compared isomer or geometry (same formula, charge and spin) is 13.5 kcal/mol. As for the charge: +1. As for the total energy: -16242.9741 eV.

Structure (XYZ):
```
12
Properties=species:S:1:pos:R:3:nbo_charge:R:1
O -0.229 -0.218 1.165 -0.71
C -0.105 -1.442 0.931 0.05
C -0.002 -1.808 -0.533 -0.20
H -0.846 -2.479 -0.771 0.21
H 0.927 -2.390 -0.671 0.21
C 0.156 3.958 0.388 1.07
O 0.060 2.968 -0.217 -0.63
O 0.254 4.903 1.042 -0.42
Li -0.130 0.935 -0.350 0.94
Tl -0.117 -2.879 2.683 0.77
O -0.011 -0.656 -1.369 -0.80
H 0.041 -0.891 -2.298 0.51
```

---

Entry 6:
Computed, not measured: a molecular structure, C2F3NO5PmS2 at a distorted geometry, with wB97M-V/def2-TZVPD.

As for the multiplicity: 6. For the LUMO energy (alpha / beta), the calculation gives -2.97 / -2.92 eV. The energy relative to the best compared isomer or geometry (same formula, charge and spin) is 0.0 kcal/mol. As for the charge: 0. As for the total energy: -60175.2185 eV.

Structure (XYZ):
```
14
Properties=species:S:1:pos:R:3:mulliken_spin:R:1
O -0.512 0.088 -4.029 -0.01
C -1.157 0.449 -3.025 -0.01
O -2.009 1.271 -2.818 0.00
Pm 1.162 -1.578 -3.460 5.03
N -2.724 -1.343 -0.363 0.00
S -1.249 -0.763 -0.118 0.00
O -0.364 -1.753 0.572 0.00
O -0.562 -0.544 -1.786 0.00
S -2.888 -2.942 -0.788 0.00
O -3.759 -3.009 -2.019 0.00
C -4.103 -3.389 0.566 0.00
F -3.537 -3.232 1.759 0.00
F -5.214 -2.667 0.519 0.00
F -4.434 -4.672 0.421 0.00
```

---

Entry 7:
Computed, not measured: C2HFO in the gas phase at a distorted geometry, with wB97M-V/def2-TZVPD.

For the LUMO energy, the calculation gives -0.97 eV. The energy relative to the best compared isomer or geometry (same formula, charge and spin) is 60.8 kcal/mol. As for the charge: 0. As for the total energy: -6850.3897 eV.

Structure (XYZ):
```
5
Properties=species:S:1:pos:R:3:nbo_charge:R:1
C 0.297 -0.474 0.009 0.15
C -0.252 0.713 0.424 0.43
O -0.549 -0.988 -0.747 -0.49
F -0.560 1.769 -0.247 -0.26
H 1.064 -1.021 0.561 0.17
```

---

Entry 8:
Computed, not measured: a molecular structure, C67H55NP4SiTeV at a distorted geometry, with wB97M-V/def2-TZVPD.

As for the multiplicity: 2. For the LUMO energy (alpha / beta), the calculation gives 0.01 / 0.10 eV. As for the charge: 0. As for the total energy: -149874.8503 eV.

Structure (XYZ):
```
130
Properties=species:S:1:pos:R:3:mulliken_spin:R:1
V 0.183 -0.335 0.569 0.85
C 2.221 -0.200 3.951 -0.01
Si 1.034 -1.131 2.754 -0.09
C -0.362 -1.603 3.962 0.02
C -0.183 -1.956 5.302 0.00
C -1.255 -2.350 6.084 0.00
C -2.534 -2.403 5.539 0.00
C -2.735 -2.034 4.222 0.00
C -1.650 -1.621 3.446 -0.01
P -1.849 -1.044 1.719 0.09
C -3.326 0.018 1.989 -0.01
C -4.323 0.155 1.025 0.00
C -5.445 0.934 1.270 0.00
C -5.588 1.585 2.485 0.00
C -4.593 1.472 3.445 0.00
C -3.467 0.705 3.196 0.00
C -2.592 -2.580 1.028 0.01
C -1.685 -3.555 0.614 -0.01
C -2.122 -4.789 0.161 0.00
C -3.480 -5.065 0.119 0.00
C -4.391 -4.112 0.548 0.00
C -3.953 -2.878 1.008 0.00
C 1.891 -2.836 2.511 0.03
C 2.289 -3.688 3.543 0.00
C 3.012 -4.840 3.281 0.00
C 3.398 -5.141 1.980 0.00
C 3.024 -4.307 0.942 0.00
C 2.235 -3.184 1.205 0.02
P 1.717 -1.984 -0.067 0.08
C 3.345 -1.799 -0.899 -0.03
C 4.490 -1.618 -0.120 -0.01
C 5.735 -1.516 -0.716 0.00
C 5.853 -1.612 -2.097 0.00
C 4.723 -1.789 -2.876 0.00
C 3.470 -1.863 -2.283 -0.01
C 0.775 -2.894 -1.353 -0.05
C -0.170 -2.123 -2.039 0.02
C -0.986 -2.685 -3.006 0.00
C -0.867 -4.035 -3.302 0.00
C 0.059 -4.812 -2.621 0.00
C 0.874 -4.250 -1.648 -0.01
H 2.729 -0.906 4.613 0.00
H 1.637 0.487 4.570 0.00
H 2.991 0.386 3.451 0.01
H 0.807 -1.916 5.741 0.00
H -1.101 -2.619 7.122 0.00
H -3.373 -2.716 6.147 0.00
H -3.734 -2.048 3.805 0.00
H -4.241 -0.371 0.087 0.00
H -6.218 1.016 0.515 0.00
H -6.471 2.179 2.684 0.00
H -4.685 1.991 4.390 0.00
H -2.703 0.622 3.958 0.00
H -0.627 -3.341 0.673 0.00
H -1.401 -5.533 -0.155 0.00
H -3.829 -6.025 -0.239 0.00
H -5.451 -4.331 0.531 0.00
H -4.677 -2.152 1.351 0.00
H 2.032 -3.447 4.568 0.00
H 3.301 -5.497 4.092 0.00
H 4.008 -6.014 1.779 0.00
H 3.382 -4.502 -0.061 0.00
H 4.407 -1.582 0.960 0.00
H 6.618 -1.380 -0.105 0.00
H 6.830 -1.556 -2.562 0.00
H 4.809 -1.863 -3.952 0.00
H 2.589 -1.996 -2.899 0.00
H -0.257 -1.058 -1.818 0.01
H -1.713 -2.075 -3.529 0.00
H -1.498 -4.483 -4.058 0.00
H 0.147 -5.868 -2.843 0.00
H 1.571 -4.877 -1.110 0.00
Te 0.306 4.425 -1.139 0.00
C -0.412 4.750 -3.126 0.00
C 0.197 4.170 -4.230 0.00
C -0.330 4.412 -5.490 0.00
N -1.388 5.189 -5.712 0.00
C -1.951 5.763 -4.654 0.00
C -1.505 5.578 -3.353 0.00
C 0.143 2.301 -1.137 -0.01
P -1.113 1.596 -0.112 0.00
C -1.268 2.644 1.380 0.01
C -0.148 2.618 2.215 0.02
C -0.087 3.414 3.346 0.01
C -1.141 4.267 3.642 0.00
C -2.258 4.295 2.822 0.00
C -2.333 3.474 1.706 0.00
C -2.578 1.897 -1.175 -0.01
C -3.012 0.807 -1.932 0.00
C -4.027 0.938 -2.865 0.00
C -4.632 2.173 -3.055 0.00
C -4.186 3.269 -2.332 0.00
C -3.155 3.141 -1.412 0.00
P 1.512 1.201 -0.941 0.00
C 2.114 1.103 -2.688 0.00
C 1.144 0.826 -3.653 0.00
C 1.477 0.730 -4.995 0.00
C 2.788 0.940 -5.397 0.00
C 3.761 1.211 -4.447 0.00
C 3.434 1.266 -3.100 0.00
C 2.957 1.983 -0.118 -0.05
C 3.583 3.141 -0.582 0.00
C 4.660 3.676 0.106 0.00
C 5.125 3.070 1.267 0.00
C 4.510 1.922 1.737 0.00
C 3.434 1.385 1.045 0.06
H 1.066 3.538 -4.116 0.00
H 0.123 3.966 -6.370 0.00
H -2.807 6.399 -4.859 0.00
H -2.006 6.071 -2.529 0.00
H 0.700 1.981 1.961 0.00
H 0.788 3.385 3.984 0.00
H -1.092 4.908 4.513 0.00
H -3.082 4.960 3.055 0.00
H -3.232 3.464 1.107 0.00
H -2.548 -0.164 -1.777 0.00
H -4.350 0.080 -3.443 0.00
H -5.436 2.281 -3.771 0.00
H -4.646 4.237 -2.488 0.00
H -2.793 4.017 -0.892 0.00
H 0.110 0.724 -3.342 0.00
H 0.708 0.517 -5.728 0.00
H 3.051 0.894 -6.447 0.00
H 4.788 1.373 -4.754 0.00
H 4.212 1.438 -2.370 0.00
H 3.236 3.615 -1.489 0.00
H 5.148 4.566 -0.272 0.00
H 5.964 3.494 1.802 0.00
H 4.874 1.441 2.637 0.00
H 2.953 0.478 1.391 0.04
```

---

Entry 9:
Computed, not measured: a molecular structure, C2HClO at a distorted geometry, with wB97M-V/def2-TZVPD.

For the LUMO energy (alpha / beta), the calculation gives -0.14 / -0.14 eV. The energy relative to the best compared isomer or geometry (same formula, charge and spin) is 47.7 kcal/mol. As for the charge: 0. As for the total energy: -16656.6037 eV.

Structure (XYZ):
```
5
Properties=species:S:1:pos:R:3:nbo_charge:R:1
C 0.950 -0.015 0.040 0.58
C -0.288 -0.021 -0.451 -0.47
O 1.461 0.599 0.865 -0.44
Cl -1.133 -0.896 0.675 0.06
H -0.989 0.333 -1.128 0.26
```

---

Entry 10:
Computed, not measured: 2 unconnected molecules or ions with the total composition C6H11F3N2 at a distorted geometry, with wB97M-V/def2-TZVPD.

For the LUMO energy, the calculation gives 0.78 eV. The energy relative to the best compared isomer or geometry (same formula, charge and spin) is 19.8 kcal/mol. As for the charge: 0. As for the total energy: -17529.2169 eV. The SMILES is C=C(F)N(C)C.NC=C(F)F.

Structure (XYZ):
```
22
Properties=species:S:1:pos:R:3:nbo_charge:R:1
C 2.325 -1.364 -0.993 -0.60
C 1.248 -0.522 -0.658 0.58
F 0.141 -0.331 -1.584 -0.38
N 1.124 0.456 0.362 -0.47
C 0.854 1.844 -0.114 -0.42
C 1.834 0.323 1.612 -0.40
H 3.357 -1.478 -0.753 0.24
H 2.109 -1.951 -1.907 0.22
H -0.219 1.937 -0.365 0.21
H 0.995 2.589 0.655 0.21
H 1.486 2.119 -0.989 0.20
H 2.793 0.790 1.553 0.18
H 1.332 0.862 2.314 0.20
H 1.697 -0.703 1.963 0.22
N -1.803 -1.446 0.178 -0.85
C -2.422 -0.522 -0.667 -0.22
C -3.540 0.123 -0.188 0.66
F -4.150 -0.099 0.927 -0.31
F -4.142 0.913 -0.992 -0.30
H -2.250 -1.860 1.000 0.39
H -0.963 -1.864 -0.087 0.38
H -1.806 0.186 -1.268 0.24
```

---

Entry 11:
Computed, not measured: 2 unconnected molecules or ions with the total composition C3H10N3S, with wB97M-V/def2-TZVPD.

As for the multiplicity: 2. For the LUMO energy (alpha / beta), the calculation gives 6.19 / 6.18 eV. The energy relative to the best compared isomer or geometry (same formula, charge and spin) is 7.3 kcal/mol. As for the charge: -2. As for the total energy: -18575.6095 eV.

Structure (XYZ):
```
17
Properties=species:S:1:pos:R:3:nbo_charge:R:1
N -1.568 0.245 1.906 -0.88
C -1.097 -0.609 2.844 -0.28
N -0.096 -1.401 2.655 -0.82
H -2.217 0.946 2.248 0.32
H -0.940 0.566 1.128 0.42
H -1.721 -0.663 3.753 -0.02
H 0.017 -2.006 3.467 0.28
C 1.127 0.145 -2.307 -0.22
C 0.100 1.196 -1.857 -0.55
S 0.345 1.681 -0.164 -0.72
N 0.992 -1.043 -1.473 -0.88
H 2.143 0.567 -2.230 0.15
H 0.926 -0.093 -3.364 0.14
H -0.919 0.808 -2.018 0.17
H 0.207 2.086 -2.496 0.17
H 0.926 -0.749 -0.501 0.40
H 1.775 -1.674 -1.593 0.33
```

---

Entry 12:
Computed, not measured: a molecular structure, C14H11N4O8RhSe, with wB97M-V/def2-TZVPD.

As for the multiplicity: 5. For the LUMO energy (alpha / beta), the calculation gives -1.95 / -3.38 eV. The energy relative to the best compared isomer or geometry (same formula, charge and spin) is 16.4 kcal/mol. As for the charge: 0. As for the total energy: -105383.5069 eV.

Structure (XYZ):
```
39
Properties=species:S:1:pos:R:3:nbo_charge:R:1
Rh -0.011 1.191 0.618 1.16
N -1.464 2.417 -0.707 -0.85
C -2.794 2.227 -0.115 -0.35
C -2.729 1.931 1.397 0.76
O -3.754 1.930 2.033 -0.60
O -1.544 1.674 1.900 -0.77
H -1.119 3.356 -0.535 0.39
H -1.451 2.293 -1.712 0.39
H -3.275 1.373 -0.593 0.22
H -3.449 3.088 -0.258 0.22
Se 1.642 1.052 2.557 0.33
C 1.406 -0.499 3.595 -0.24
C 2.304 -0.801 4.617 -0.24
C 2.083 -1.949 5.362 0.04
N 1.052 -2.765 5.169 -0.38
C 0.191 -2.461 4.201 0.04
C 0.322 -1.352 3.381 -0.24
H 3.149 -0.161 4.829 0.23
H 2.768 -2.219 6.157 0.20
H -0.646 -3.137 4.072 0.21
H -0.405 -1.146 2.606 0.24
O 2.926 2.380 -2.300 -0.61
C 2.052 1.815 -1.679 0.76
O 1.507 2.189 -0.569 -0.79
C 1.388 0.566 -2.260 -0.11
C 0.714 -0.274 -1.394 -0.21
C -0.219 -1.176 -1.856 0.09
C -0.398 -1.420 -3.201 -0.20
C 0.390 -0.658 -4.052 0.03
C 1.248 0.345 -3.626 -0.13
N 0.234 -0.883 -5.509 0.53
O 0.887 -0.185 -6.251 -0.35
O -0.546 -1.746 -5.853 -0.36
N -1.129 -1.729 -0.852 0.52
O -1.766 -2.715 -1.114 -0.30
O -1.228 -1.092 0.200 -0.42
H 1.016 -0.302 -0.341 0.22
H -1.123 -2.124 -3.580 0.29
H 1.774 0.968 -4.335 0.28
```